6 unconnected molecules or ions with the total composition C17H46NO7S5, computed with ωB97M-V with the def2-TZVPD basis set.

The value obtained for the lowest unoccupied orbital energy is -2.871 eV. The charge is +1. Its multiplicity is 1.

Geometry as XYZ:
```
76
C17H46NO7S5 | the Open Molecules 2025 dataset | ωB97M-V with the def2-TZVPD basis set
C -1.3056 1.2368 0.9353
C 0.0441 0.6746 0.5481
O 0.9525 1.7003 0.0737
C 0.5911 2.2668 -1.1156
N 1.8420 2.8970 -1.6683
C 2.2371 4.1541 -0.8738
C 3.6088 4.1063 -0.1731
O 4.5036 3.1872 -0.7517
C 3.9479 1.8946 -0.7845
C 2.9273 1.8483 -1.8952
H -1.7687 0.6195 1.7080
H -1.1621 2.2420 1.3425
H -2.0181 1.2754 0.1098
H 0.5659 0.2431 1.4002
H -0.0212 -0.0918 -0.2339
H 0.2551 1.5274 -1.8548
H -0.1462 3.0719 -1.0258
H 1.5940 3.2383 -2.5935
H 2.1937 4.9629 -1.6017
H 1.4562 4.2924 -0.1285
H 4.0752 5.0870 -0.2485
H 3.4555 3.8884 0.8862
H 4.7541 1.1957 -1.0094
H 3.5040 1.6242 0.1789
H 3.4044 2.0993 -2.8419
H 2.4148 0.8899 -1.9634
C -2.8294 -3.4045 1.8011
S -4.0235 -2.1183 2.1634
O -3.2486 -0.8528 2.3873
C -4.4734 -2.7097 3.7948
H -2.4205 -3.1894 0.8153
H -2.0470 -3.3807 2.5591
H -3.3526 -4.3575 1.7658
H -3.5802 -2.7325 4.4181
H -4.9240 -3.6972 3.7017
H -5.1977 -2.0058 4.1989
C 3.6373 2.3020 3.2749
S 2.0825 3.2076 3.1434
O 2.3463 4.5811 3.6352
C 1.2499 2.3109 4.4585
H 4.3584 2.7597 2.5991
H 4.0044 2.3932 4.2968
H 3.4793 1.2553 3.0124
H 1.8505 2.3829 5.3644
H 1.1030 1.2727 4.1611
H 0.2860 2.7926 4.6107
C 8.2609 6.5398 -0.4847
S 7.5710 5.0766 0.2985
O 8.5964 4.5650 1.2377
C 7.6329 4.0224 -1.1568
H 8.3541 7.2977 0.2903
H 9.2438 6.2921 -0.8840
H 7.5906 6.8907 -1.2691
H 8.6487 4.0010 -1.5495
H 6.9297 4.3922 -1.9033
H 7.3286 3.0307 -0.8299
C -6.5666 -3.0789 -1.4776
S -6.8047 -3.9561 0.0716
O -5.4470 -4.3978 0.5040
C -7.6071 -5.3898 -0.6291
H -6.0074 -2.1739 -1.2485
H -6.0146 -3.7229 -2.1613
H -7.5378 -2.8189 -1.8979
H -6.9341 -5.8750 -1.3369
H -8.5239 -5.0682 -1.1242
H -7.8527 -6.0612 0.1915
C -3.9669 -7.6593 -4.6428
S -4.4148 -7.1382 -2.9845
O -5.8905 -6.9307 -3.0037
C -3.6784 -5.5002 -3.0611
H -4.3827 -8.6549 -4.7823
H -4.4055 -6.9666 -5.3603
H -2.8817 -7.6964 -4.7340
H -4.1224 -4.9530 -3.8926
H -2.5988 -5.5935 -3.1789
H -3.9050 -5.0178 -2.1102
```

3 unconnected molecules or ions with the total composition H5O2S, computed with ωB97M-V with the def2-TZVPD basis set.

The value obtained for the lowest unoccupied orbital energy is 4.342 eV. The charge is -1. Its multiplicity is 1.

Geometry as XYZ:
```
8
H5O2S | the Open Molecules 2025 dataset | ωB97M-V with the def2-TZVPD basis set
S -0.5756 0.1461 1.2209
H 0.6061 0.7954 1.4658
H -1.9860 1.0541 -1.6518
H -1.3604 1.9784 -0.7343
O -1.6033 1.9521 -1.6752
H 2.0918 -1.9594 -0.1360
H 1.0370 -1.6713 0.8076
O 1.7902 -2.2954 0.7029
```

C17H13FN4 in the gas phase, computed with ωB97M-V with the def2-TZVPD basis set.

The value obtained for the lowest unoccupied orbital energy is 0.303 eV. Its SMILES is Cn1c2ccccc2c2nnc(N)c(-c3ccccc3F)c21. The charge is 0. Its multiplicity is 1.

Geometry as XYZ:
```
35
C17H13FN4 | the Open Molecules 2025 dataset | ωB97M-V with the def2-TZVPD basis set
C 0.8594 -0.0900 1.9290
N 0.4620 -0.9017 0.7956
C 0.6220 -2.3539 0.8327
C 0.8094 -3.3843 1.7967
C 1.0123 -4.7601 1.4912
C 0.9323 -5.0924 0.1267
C 0.6778 -4.0864 -0.8666
C 0.5099 -2.7636 -0.4269
C 0.0924 -1.5724 -1.2777
N -0.0512 -1.5124 -2.6054
N -0.0951 -0.2211 -3.1022
C -0.2287 0.8520 -2.3520
N -0.6811 1.8807 -3.1540
C -0.0604 0.8528 -1.0115
C -0.4142 2.0128 -0.2019
C -1.6460 2.1681 0.4786
C -1.9537 3.3006 1.1611
C -1.0815 4.4449 1.0923
C 0.0058 4.3689 0.2526
C 0.4733 3.1518 -0.2657
F 1.7053 3.0519 -0.9076
C 0.2295 -0.4336 -0.4982
H 0.7539 1.0024 1.7189
H 0.1320 -0.2742 2.7252
H 1.7282 -0.2397 2.2998
H 0.9309 -3.0340 2.8707
H 1.2215 -5.5718 2.1784
H 0.8885 -6.1494 -0.1910
H 0.6054 -4.4167 -1.8653
H -1.0706 2.6025 -2.7004
H -1.2549 1.6470 -4.0002
H -2.3499 1.3474 0.5475
H -2.9087 3.4683 1.6419
H -1.4112 5.4144 1.3943
H 0.5556 5.2912 0.0933
```

7 unconnected molecules or ions with the total composition C21H56O7, computed with ωB97M-V with the def2-TZVPD basis set.

The value obtained for the lowest unoccupied orbital energy is 0.404 eV. Its SMILES is CC(C)O.CC(C)O.CC(C)O.CC(C)O.CC(C)O.CC(C)O.CC(C)O. The charge is 0. Its multiplicity is 1.

Geometry as XYZ:
```
84
C21H56O7 | the Open Molecules 2025 dataset | ωB97M-V with the def2-TZVPD basis set
C 1.8122 -7.0797 -0.1555
C 1.4630 -7.0210 -1.6616
C 0.3737 -6.0014 -1.8750
O 2.5671 -6.6097 -2.3865
H 2.3835 -6.2071 0.1612
H 2.3926 -7.9710 0.0829
H 0.8804 -7.1052 0.4095
H 1.1081 -7.9485 -2.1110
H 0.8017 -5.0021 -1.9548
H -0.4395 -6.1205 -1.1590
H -0.1035 -6.1611 -2.8419
H 3.3486 -7.1360 -2.2022
C 4.4774 -14.9369 0.8115
C 5.2437 -13.8510 1.5189
C 5.8220 -14.3654 2.8604
O 6.3703 -13.4498 0.7382
H 5.0618 -15.8547 0.7460
H 4.0992 -14.5454 -0.1329
H 3.5776 -15.2074 1.3640
H 4.4994 -13.0761 1.7024
H 6.1437 -15.3944 2.7000
H 4.9589 -14.4979 3.5128
H 6.5443 -13.7096 3.3466
H 6.7880 -14.2881 0.5279
C 5.9842 -1.0622 -6.4004
C 5.9522 -2.2954 -5.5304
C 7.1317 -2.4085 -4.5377
O 4.7797 -2.3326 -4.7350
H 6.8224 -1.0649 -7.0972
H 5.9987 -0.1041 -5.8809
H 5.0940 -0.9180 -7.0127
H 5.8965 -3.1561 -6.1970
H 7.2629 -1.4796 -3.9826
H 8.0626 -2.7021 -5.0228
H 6.9647 -3.2145 -3.8231
H 4.6876 -3.2668 -4.5341
C 18.6616 -6.9275 -8.0522
C 17.1481 -7.0313 -8.3310
C 16.3950 -7.7255 -7.1518
O 16.6864 -5.6781 -8.3530
H 19.1910 -6.4194 -8.8582
H 19.0550 -7.9434 -8.0167
H 18.9414 -6.4028 -7.1387
H 16.9291 -7.5621 -9.2575
H 15.3275 -7.5056 -7.1613
H 16.6931 -7.4337 -6.1448
H 16.5561 -8.8000 -7.2393
H 16.8755 -5.3228 -7.4814
C 8.1688 -18.0464 -4.0341
C 9.3099 -17.8475 -3.0547
C 10.5792 -17.3998 -3.8373
O 9.1469 -16.8769 -2.0137
H 7.3033 -18.4511 -3.5095
H 8.4233 -18.8644 -4.7080
H 7.9628 -17.1751 -4.6558
H 9.6616 -18.7634 -2.5798
H 10.5284 -16.3837 -4.2287
H 10.7038 -18.0127 -4.7300
H 11.4689 -17.3871 -3.2078
H 9.9235 -16.9914 -1.4610
C 11.4069 -12.5268 -9.2716
C 11.5462 -13.3614 -10.5168
C 12.8392 -14.2448 -10.5278
O 10.4458 -14.2422 -10.5887
H 12.2897 -11.9237 -9.0592
H 11.2831 -13.1932 -8.4180
H 10.6049 -11.7895 -9.3068
H 11.4499 -12.7534 -11.4164
H 12.7522 -14.9655 -9.7147
H 13.7726 -13.6891 -10.4380
H 12.8320 -14.9261 -11.3786
H 10.7758 -15.1403 -10.5096
C 9.5708 -9.6003 -3.6261
C 8.0409 -9.3118 -3.8689
C 7.3669 -10.3994 -4.6113
O 7.4618 -9.2320 -2.5747
H 9.6511 -10.3366 -2.8263
H 10.1440 -8.6951 -3.4257
H 10.0706 -9.9621 -4.5247
H 7.9720 -8.3380 -4.3538
H 7.3197 -11.3905 -4.1601
H 7.7984 -10.5351 -5.6030
H 6.3354 -10.0763 -4.7515
H 7.4529 -10.1227 -2.2166
```

2 unconnected molecules or ions with the total composition C5H17N2O, computed with ωB97M-V with the def2-TZVPD basis set.

The value obtained for the lowest unoccupied orbital energy is -2.746 eV. The charge is +1. Its multiplicity is 1.

Geometry as XYZ:
```
25
C5H17N2O | the Open Molecules 2025 dataset | ωB97M-V with the def2-TZVPD basis set
C -1.2073 -0.9885 -0.6577
N 0.2391 -0.9377 -0.6270
C 0.8373 -0.1756 -1.7312
C 2.2154 -0.6823 -2.1072
C -1.8664 0.1717 0.0907
N -1.0422 0.6099 1.2373
C -1.6151 0.7010 2.6288
H -1.6637 -1.1232 -1.6419
H -1.5433 -1.9126 -0.1663
H 0.6532 -1.8324 -0.4601
H 0.2255 -0.1270 -2.6319
H 1.0161 0.8256 -1.3250
H 2.9623 -0.3840 -1.3634
H 2.5997 -0.2870 -3.0533
H 2.4126 -1.7385 -2.3216
H -2.8189 -0.1963 0.4747
H -2.0998 0.9970 -0.5770
H -0.5550 1.4510 0.9624
H -0.2543 -0.0354 1.3245
H -1.5586 1.7499 2.9216
H -0.9684 0.1713 3.3135
H -2.6714 0.4588 2.6233
H 2.2254 0.3672 0.7406
H 2.6093 1.7192 1.3011
O 1.8682 1.1976 1.0453
```

2 unconnected molecules or ions with the total composition C3H12NO2, computed with ωB97M-V with the def2-TZVPD basis set.

The value obtained for the lowest unoccupied orbital energy is -3.642 eV. The charge is +1. Its multiplicity is 1.

Geometry as XYZ:
```
18
C3H12NO2 | the Open Molecules 2025 dataset | ωB97M-V with the def2-TZVPD basis set
C 1.2885 -0.5973 0.3444
C -0.1086 -0.5709 -0.4088
C 0.0710 -0.6234 -1.9155
O -1.0491 -0.3020 -2.7378
N 0.9321 -0.1896 1.7989
H 1.9008 -1.4331 0.2698
H 1.7981 0.2438 -0.1096
H -0.6648 0.4861 -0.2536
H -0.7963 -1.4071 -0.0971
H 0.3091 -1.6549 -2.3196
H 0.9361 0.0531 -2.1615
H -1.1957 0.5551 -2.3410
H 0.2427 -0.8007 2.2515
H 1.7924 0.1307 2.3484
H 0.3275 0.7035 1.5568
H -1.4746 2.5283 2.1365
H -1.1190 1.3554 2.9894
O -0.9618 1.7166 2.1149
```

8 unconnected molecules or ions with the total composition C27H69N13O8, computed with ωB97M-V with the def2-TZVPD basis set.

The value obtained for the lowest unoccupied orbital energy (spin up / spin down) is 2.158 / 2.078 eV. The charge is -1. The expectation value of S² is 0.750. Its multiplicity is 2.

Geometry as XYZ:
```
117
C27H69N13O8 | the Open Molecules 2025 dataset | ωB97M-V with the def2-TZVPD basis set
C 12.5848 20.5037 -17.2061
C 12.3917 19.0186 -17.3513
C 13.7440 18.4293 -17.8164
C 13.8584 16.9454 -17.8911
C 13.4544 16.3703 -16.5267
C 12.2041 16.9855 -15.7482
N 12.0006 18.4491 -16.0175
O 10.8220 18.9630 -15.3975
C 10.9861 16.0741 -16.1430
C 12.5677 16.8399 -14.2524
C 11.2867 18.8639 -18.4804
H 13.0847 20.9807 -18.0491
H 13.0411 20.7258 -16.2415
H 11.5743 20.9099 -17.1618
H 13.8876 18.8066 -18.8289
H 14.4993 18.8558 -17.1563
H 14.9150 16.7205 -18.0359
H 13.0916 16.6002 -18.5846
H 14.3132 16.1987 -15.8777
H 13.4226 15.3143 -16.7950
H 10.9404 16.1052 -17.2316
H 11.0898 15.0546 -15.7714
H 9.9905 16.4722 -15.9472
H 13.1215 17.6644 -13.8033
H 11.6900 16.8561 -13.6063
H 13.0295 15.8895 -13.9849
H 11.2553 17.8756 -18.9392
H 11.5547 19.5380 -19.2939
H 10.2411 19.1270 -18.3204
H 10.1133 18.9303 -16.0442
C 10.0043 22.9113 -27.1359
C 10.7358 24.3327 -27.2295
C 9.6906 25.2314 -27.8822
C 8.5611 25.6509 -26.8720
C 9.2495 26.2862 -25.6984
C 10.4262 25.5631 -25.0601
N 11.2949 24.8154 -25.9445
O 12.3198 24.0410 -25.3872
C 11.2564 26.5899 -24.2031
C 9.8503 24.5630 -23.9859
C 11.9143 24.2506 -28.2429
H 9.6907 22.5331 -28.1089
H 9.0906 22.9007 -26.5416
H 10.6469 22.0957 -26.8041
H 10.1425 26.1326 -28.2966
H 9.1542 24.6868 -28.6591
H 7.9508 24.7684 -26.6799
H 7.9183 26.3280 -27.4345
H 8.4076 26.3125 -25.0065
H 9.4787 27.3265 -25.9294
H 11.6183 27.4612 -24.7488
H 10.5443 26.9576 -23.4643
H 12.0804 26.0993 -23.6848
H 9.3808 23.8001 -24.6068
H 10.6540 24.1498 -23.3764
H 9.0855 25.0542 -23.3843
H 11.6585 24.0770 -29.2882
H 12.5240 23.4014 -27.9345
H 12.4841 25.1750 -28.3376
H 13.1090 24.5694 -25.5269
C 14.0649 17.3286 -22.0845
C 14.5004 16.5247 -23.3632
C 15.6306 17.2761 -23.9804
O 16.1426 16.6218 -25.1326
C 17.0960 17.3310 -25.8283
N 14.8130 15.1402 -22.9821
H 14.6469 17.0855 -21.1955
H 13.0528 16.9634 -21.9102
H 13.8976 18.4050 -22.1249
H 13.6717 16.6544 -24.0593
H 16.4784 17.4739 -23.3245
H 15.1781 18.2122 -24.3073
H 16.7559 18.3264 -26.1141
H 17.2364 16.9599 -26.8435
H 17.9881 17.4203 -25.2085
H 14.9852 14.6977 -23.8736
H 14.1552 14.5400 -22.5055
C 10.1228 22.8459 -20.1842
O 11.2428 22.3384 -20.2597
N 9.0481 22.4433 -19.5721
N 9.7520 23.9266 -20.8017
H 9.0296 21.7832 -18.8078
H 8.1389 22.6522 -19.9591
H 8.8763 24.3460 -20.5235
H 10.4401 24.5245 -21.2366
C 15.5747 21.9011 -26.9519
O 15.0908 20.8505 -27.2944
N 16.1249 22.7311 -27.8429
N 15.4119 22.4138 -25.7907
H 16.4547 23.6634 -27.6376
H 16.2393 22.3032 -28.7506
H 15.0754 21.8479 -25.0248
H 15.8998 23.2425 -25.4821
C 14.5172 24.0826 -20.0046
O 15.6842 24.4559 -19.9899
N 13.5458 24.5424 -20.7429
N 14.0948 23.3125 -19.0089
H 12.7213 24.0149 -20.4936
H 13.8070 25.0725 -21.5619
H 14.8278 22.9584 -18.4111
H 13.1098 23.1370 -18.8700
C 7.5676 21.1715 -23.4528
O 6.8185 21.5173 -22.5818
N 7.2077 20.7350 -24.6068
N 8.8544 21.2789 -23.3158
H 7.8680 20.9402 -25.3429
H 6.2446 20.4690 -24.7543
H 9.3068 21.4820 -22.4359
H 9.4079 20.8440 -24.0402
C 13.2128 21.4842 -22.9395
O 14.0852 21.1643 -23.7036
N 12.0810 22.0726 -23.2942
N 13.3280 21.3167 -21.6203
H 11.8604 22.4087 -24.2208
H 11.5465 22.3038 -22.4691
H 14.2501 21.1322 -21.2518
H 12.6269 21.6490 -20.9737
```

A molecular structure, C6H9N4S, computed with ωB97M-V with the def2-TZVPD basis set.

The value obtained for the lowest unoccupied orbital energy is -3.661 eV. The charge is +1. Its multiplicity is 1.

Geometry as XYZ:
```
20
C6H9N4S | the Open Molecules 2025 dataset | ωB97M-V with the def2-TZVPD basis set
C 2.9251 -0.3375 0.1337
C 2.1527 0.6353 -0.4727
C 2.0278 -1.4162 0.3855
C -1.3031 -0.6830 1.6812
C -0.4601 -1.6744 0.2049
C -2.3886 0.2256 -0.2096
N 0.9357 0.1865 -0.5646
N -2.0579 0.1158 1.1866
N 0.7955 -1.0667 0.0010
N -1.9012 1.5169 -0.7904
S -1.6353 -1.2452 -1.0895
H 3.9780 -0.1177 0.4715
H 2.5262 1.6786 -0.7637
H 2.1616 -2.3227 1.0066
H -1.0270 -0.9053 2.6673
H -0.4774 -2.6997 0.1955
H -3.5401 0.1676 -0.1857
H -2.4444 2.2979 -0.5537
H -1.9005 1.5025 -1.8553
H 0.1740 0.4476 -1.2725
```